{
  "formula": "C36H80BrN4",
  "method": "the ωB97M-V functional and the def2-TZVPD basis",
  "homo_lumo_gap_ev": [11.71, 6.64],
  "charge": 4,
  "lumo_energy_ev": [-8.3, -13.4],
  "multiplicity": 2,
  "e_tot_ha": -4211.2691,
  "homo_ev": [-20.06, -20.06],
  "symbols": ["C", "C", "C", "N", "C", "C", "C", "C", "C", "C", "H", "H", "H", "H", "H", "H", "H", "H", "H", "H", "H", "H", "H", "H", "H", "H", "H", "H", "H", "H", "C", "C", "C", "N", "C", "C", "C", "C", "C", "C", "H", "H", "H", "H", "H", "H", "H", "H", "H", "H", "H", "H", "H", "H", "H", "H", "H", "H", "H", "H", "C", "C", "C", "N", "C", "C", "C", "C", "C", "C", "H", "H", "H", "H", "H", "H", "H", "H", "H", "H", "H", "H", "H", "H", "H", "H", "H", "H", "H", "H", "C", "C", "C", "N", "C", "C", "C", "C", "C", "C", "H", "H", "H", "H", "H", "H", "H", "H", "H", "H", "H", "H", "H", "H", "H", "H", "H", "H", "H", "H", "Br"],
  "coordinates": [[2.5657, 1.9423, -0.2174], [2.4794, 3.2675, 0.5616], [1.0454, 3.5871, 1.1363], [0.9092, 4.9688, 1.8607], [-0.2804, 4.9779, 2.9047], [-1.6524, 4.8799, 2.1832], [-1.8418, 6.0597, 1.1744], [-0.6293, 6.0712, 0.1930], [0.7158, 6.1851, 0.8479], [2.1804, 5.2206, 2.7330], [1.7978, 2.0139, -0.9876], [2.1713, 1.0614, 0.2890], [3.5377, 1.6679, -0.6275], [2.8841, 4.0305, -0.1033], [3.1877, 3.1290, 1.3784], [0.7316, 2.8910, 1.9141], [0.2830, 3.5018, 0.3619], [-0.1382, 4.1645, 3.6162], [-0.1544, 5.9071, 3.4604], [-1.7434, 3.9075, 1.6990], [-2.4331, 4.8881, 2.9438], [-2.8505, 5.8738, 0.8056], [-1.9522, 6.9724, 1.7600], [-0.6730, 5.1188, -0.3352], [-0.6653, 6.8025, -0.6145], [1.5288, 6.1274, 0.1241], [0.8528, 7.1220, 1.3878], [2.3339, 4.4729, 3.5111], [2.0605, 6.2386, 3.1036], [2.9067, 5.2611, 1.9213], [-3.0498, -2.8815, -2.9030], [-2.0953, -4.0412, -3.4006], [-0.6574, -3.9453, -2.9267], [0.3233, -5.1942, -3.1218], [1.0517, -5.1869, -4.5130], [2.0171, -4.0448, -4.6476], [3.0887, -3.9394, -3.5427], [2.4315, -3.8665, -2.2003], [1.3969, -5.0339, -1.9737], [-0.3713, -6.5121, -2.9234], [-2.6034, -1.9290, -3.1887], [-3.2770, -3.0088, -1.8446], [-4.0715, -2.8925, -3.2827], [-2.0729, -4.1019, -4.4887], [-2.4229, -4.9900, -2.9757], [-0.8158, -4.0247, -1.8512], [-0.1661, -3.0190, -3.2244], [0.3074, -5.1688, -5.3091], [1.5549, -6.1520, -4.5704], [1.4973, -3.0897, -4.7222], [2.5185, -4.1435, -5.6104], [3.6028, -3.0049, -3.7673], [3.7663, -4.7921, -3.5860], [1.9157, -2.9149, -2.0713], [3.1808, -4.0272, -1.4252], [0.8761, -4.8448, -1.0350], [1.9746, -5.9571, -1.9289], [-1.0709, -6.6984, -3.7382], [-0.8394, -6.6668, -1.9513], [0.4224, -7.2255, -3.1451], [0.8974, 0.8870, 3.8351], [2.4011, 0.7060, 3.6270], [2.7717, -0.8001, 3.5720], [4.2617, -1.0644, 3.1645], [4.5458, -2.5505, 3.5234], [3.7506, -3.5340, 2.7282], [3.9090, -3.3086, 1.1540], [3.6077, -1.8203, 0.7781], [4.4704, -0.8034, 1.6270], [5.2386, -0.2335, 4.0370], [0.5779, 0.3638, 4.7364], [0.1209, 0.6264, 3.1159], [0.7072, 1.9535, 3.9552], [2.9610, 1.2798, 4.3655], [2.5563, 1.1737, 2.6547], [2.0832, -1.2934, 2.8859], [2.6319, -1.1758, 4.5857], [4.3418, -2.8392, 4.5545], [5.6112, -2.6619, 3.3221], [2.6864, -3.4467, 2.9471], [4.0297, -4.5555, 2.9865], [3.1949, -4.0071, 0.7177], [4.8919, -3.5920, 0.7775], [2.5383, -1.6280, 0.6919], [3.9385, -1.6222, -0.2415], [4.1980, 0.2254, 1.3914], [5.5564, -0.8104, 1.5342], [5.0618, -0.4569, 5.0892], [5.1822, 0.8227, 3.7737], [6.2537, -0.5223, 3.7644], [-6.5550, -0.5847, -2.6696], [-6.0328, -0.7989, -1.2035], [-5.6005, 0.5142, -0.4858], [-4.0755, 0.6892, -0.2022], [-3.9935, 1.9905, 0.6750], [-4.1956, 3.2567, -0.1877], [-3.2582, 3.3390, -1.3747], [-3.4515, 2.0647, -2.3406], [-3.2156, 0.7410, -1.5756], [-3.3963, -0.4456, 0.6215], [-5.7483, -0.4806, -3.3952], [-7.0971, 0.3563, -2.7628], [-7.1775, -1.3927, -3.0541], [-5.2286, -1.5345, -1.1899], [-6.8264, -1.2292, -0.5926], [-6.1542, 0.4044, 0.4467], [-5.9490, 1.4115, -0.9970], [-4.6980, 2.0063, 1.5067], [-3.0090, 2.0367, 1.1405], [-5.2738, 3.3331, -0.3283], [-3.9927, 4.1353, 0.4247], [-3.3233, 4.2844, -1.9133], [-2.2095, 3.4471, -1.0976], [-4.3796, 2.0951, -2.9115], [-2.7489, 2.0376, -3.1735], [-3.4188, -0.0245, -2.3245], [-2.1702, 0.7721, -1.2687], [-3.5951, -1.4206, 0.1765], [-3.7148, -0.2461, 1.6447], [-2.3175, -0.2935, 0.6552], [0.2590, -0.7914, -1.0134]],
  "lowdin_spin": [0.02, 0.00, 0.00, 0.00, 0.00, 0.00, 0.00, 0.00, 0.00, 0.00, 0.01, 0.01, 0.00, 0.00, 0.00, 0.00, 0.00, 0.00, 0.00, 0.00, 0.00, 0.00, 0.00, 0.00, 0.00, 0.00, 0.00, 0.00, 0.00, 0.00, 0.00, 0.00, 0.01, 0.00, 0.00, 0.00, 0.00, 0.00, 0.00, 0.00, 0.00, 0.00, 0.00, 0.00, 0.00, 0.00, 0.00, 0.00, 0.00, 0.00, 0.00, 0.00, 0.00, 0.00, 0.00, 0.00, 0.00, 0.00, 0.00, 0.00, 0.00, 0.00, 0.00, 0.00, 0.00, 0.00, 0.00, 0.00, 0.00, 0.00, 0.00, 0.00, 0.00, 0.00, 0.00, 0.00, 0.00, 0.00, 0.00, 0.00, 0.00, 0.00, 0.00, 0.00, 0.00, 0.00, 0.00, 0.00, 0.00, 0.00, 0.00, 0.00, 0.00, 0.00, 0.00, 0.00, 0.00, 0.00, 0.00, 0.00, 0.00, 0.00, 0.00, 0.00, 0.00, 0.00, 0.00, 0.00, 0.00, 0.00, 0.00, 0.00, 0.00, 0.00, 0.00, 0.00, 0.00, 0.00, 0.00, 0.00, 0.92]
}